Run a
The following is a quantum chemistry calculation of the ion C2H5N3P with charge +1, from the OMol25 dataset.

```
11
Properties=species:S:1:pos:R:3:mulliken_charge:R:1
C 0.351 -1.646 -0.094 0.228
C 0.267 0.804 0.278 -0.672
N -0.861 -1.984 -0.020 -0.460
N -1.050 1.289 -0.049 -0.129
N 0.850 -0.447 -0.330 -0.204
P -2.379 0.296 -0.085 0.482
H 1.051 -2.465 -0.186 0.396
H 0.951 1.648 0.139 0.396
H 0.179 0.575 1.284 0.452
H -1.009 2.235 -0.155 0.295
H 1.650 -0.305 -0.781 0.214
```

Kohn-Sham gap (spin up / spin down): 7.311 / 7.893 eV
HOMO energy (spin up / spin down): -14.2 / -14.5 eV
net charge: +1
spin multiplicity: 1

Run b
The following is a quantum chemistry calculation of the ion C2H5N3P with charge +1, from the OMol25 dataset.

```
11
Properties=species:S:1:pos:R:3:mulliken_charge:R:1
C -1.858 0.510 -0.063 -0.087
C 2.049 0.785 0.307 -0.049
N 0.603 -1.697 -0.572 -0.446
N 0.804 0.643 0.392 -0.152
N -3.042 0.431 -0.138 -0.044
P -0.219 -0.908 0.432 0.222
H 0.362 -2.628 -0.954 0.299
H 2.629 1.640 -0.056 0.304
H 2.465 -0.231 0.630 0.249
H 0.191 1.463 0.226 0.354
H -3.984 -0.008 -0.203 0.351
```

Kohn-Sham gap: 8.567 eV
HOMO energy: -13.7 eV
net charge: +1
spin multiplicity: 1

Most stable structure, least stable structure: run b, run a.

Run a
The following is a quantum chemistry calculation of an isolated molecule of C6H9NS, from the OMol25 dataset.

```
17
Properties=species:S:1:pos:R:3:mulliken_charge:R:1
C -0.510 1.736 -0.266 0.048
C 2.196 -1.111 -0.640 -0.781
C 0.928 -1.436 -0.350 -0.090
C -0.426 0.568 -1.258 -0.659
C -0.274 -0.702 -0.518 -0.363
C -0.592 0.367 1.607 -0.055
N -0.615 1.538 0.922 -0.406
S -1.929 -0.144 2.627 -0.195
H -0.675 2.676 -0.782 0.375
H 3.153 -1.777 -0.573 0.199
H 2.609 -0.110 -0.890 0.206
H 0.693 -2.407 0.062 0.306
H -1.212 0.547 -2.070 0.319
H 0.470 0.797 -1.827 0.286
H -1.140 -1.252 -0.419 0.485
H 0.211 0.203 2.216 0.216
H -2.887 0.506 2.158 0.108
```

Kohn-Sham gap (spin up / spin down): 7.267 / 7.258 eV
HOMO energy (spin up / spin down): -6.9 / -6.9 eV
net charge: 0
spin multiplicity: 1

Run b
The following is a quantum chemistry calculation of an isolated molecule of C6H9NS, from the OMol25 dataset.

```
17
Properties=species:S:1:pos:R:3:mulliken_charge:R:1
C -2.695 0.608 0.516 -0.791
C -0.603 -1.237 -0.402 -0.528
C 0.376 -0.281 -0.490 0.343
C 1.789 -0.853 -0.525 -0.558
C 0.184 1.151 -0.385 -0.552
C 0.051 2.357 -0.422 0.162
H -3.724 0.561 0.943 0.309
H -2.590 1.339 -0.321 0.234
H -1.978 0.878 1.275 0.309
H -0.358 -2.285 -0.281 0.266
H 1.664 -1.969 -0.717 0.288
H 2.363 -0.494 -1.411 0.298
H 1.954 -0.726 1.548 0.228
H 3.396 -0.938 0.811 0.218
H 0.050 3.413 -0.631 0.436
N 2.495 -0.465 0.714 -0.575
S -2.375 -1.060 -0.221 -0.086
```

SMILES: C#C/C(=C\SC)CN
Kohn-Sham gap: 8.831 eV
HOMO energy: -8.1 eV
net charge: 0
spin multiplicity: 1

Run c
The following is a quantum chemistry calculation of an isolated molecule of C6H9NS, from the OMol25 dataset.

```
17
Properties=species:S:1:pos:R:3:mulliken_charge:R:1
C -1.765 -0.294 -0.352 0.246
C -0.497 -1.017 0.264 -0.878
C 0.627 -0.015 0.193 0.987
C 1.722 0.114 1.176 -1.057
C -0.074 1.287 0.026 -0.763
C -1.329 1.105 -0.205 -0.366
H -3.455 -0.434 1.030 0.233
H -3.694 0.263 -0.602 0.267
H -1.738 -0.508 -1.334 0.243
H -0.403 -1.947 -0.162 0.367
H -0.644 -1.232 1.389 0.293
H 2.043 -0.816 1.720 0.286
H 2.154 1.092 1.563 0.263
H 0.645 2.021 0.219 0.445
H -2.147 1.838 -0.296 0.231
N -3.133 -0.475 0.046 -0.613
S 2.316 -0.252 -0.654 -0.185
```

SMILES: N[C@H]1C=C[C@@]2(CS2)C1
Kohn-Sham gap: 9.492 eV
HOMO energy: -8.7 eV
net charge: 0
spin multiplicity: 1

Most stable structure, least stable structure: run c, run a.

Run a
The following is a quantum chemistry calculation of an isolated molecule of C6H9NS, from the OMol25 dataset.

```
17
Properties=species:S:1:pos:R:3:mulliken_charge:R:1
C -1.041 -0.607 -0.316 0.537
C 2.450 -0.197 0.279 -0.799
C 1.593 0.819 0.260 0.133
C -1.736 1.586 -0.293 -0.351
C 0.497 0.754 1.167 -0.803
C -0.811 -2.041 -0.592 -0.998
N -1.827 0.240 -0.613 -0.381
S -0.632 2.024 1.203 -0.129
H 3.258 -0.328 -0.426 0.272
H 2.253 -1.077 0.962 0.208
H 1.499 1.568 -0.458 0.385
H -1.329 2.077 -1.328 0.242
H -2.721 2.080 -0.134 0.335
H 0.672 0.334 2.128 0.478
H -0.276 -2.357 -1.536 0.261
H -1.721 -2.611 -0.508 0.331
H -0.128 -2.264 0.206 0.277
```

Kohn-Sham gap (spin up / spin down): 7.433 / 7.435 eV
HOMO energy (spin up / spin down): -7.3 / -7.3 eV
net charge: 0
spin multiplicity: 1

Run b
The following is a quantum chemistry calculation of a cluster of 2 separate species, C6H9NS in total, from the OMol25 dataset.

```
17
Properties=species:S:1:pos:R:3:mulliken_charge:R:1
C 0.683 -1.381 -1.175 0.451
C -1.845 1.742 -0.231 -0.519
C -3.170 1.728 0.474 -0.425
C -2.015 0.576 -0.905 -0.396
C 2.430 -0.945 0.471 -1.061
C 1.067 -1.124 0.038 -0.308
N 0.293 -1.369 -2.355 -0.585
S -3.664 0.092 -0.436 -0.189
H -1.068 2.525 0.024 0.304
H 0.040 -2.220 -2.716 0.244
H -3.080 1.568 1.556 0.259
H -3.775 2.600 0.249 0.312
H -1.329 0.099 -1.597 0.627
H 3.195 -1.500 -0.261 0.274
H 2.533 0.110 0.520 0.247
H 2.671 -1.290 1.409 0.373
H 0.288 -1.131 0.795 0.393
```

SMILES: C1=CSC1.CC=C=N
Kohn-Sham gap: 9.050 eV
HOMO energy: -8.2 eV
net charge: 0
spin multiplicity: 1

Most stable structure, least stable structure: run b, run a.

Run a
The following is a quantum chemistry calculation of an isolated molecule of C6H9NS, from the OMol25 dataset.

```
17
Properties=species:S:1:pos:R:3:mulliken_charge:R:1
C 0.415 -0.109 0.018 0.434
C -0.312 -1.005 -1.035 -0.790
C -1.423 -1.052 0.032 -0.050
C -0.290 -0.983 1.101 -0.739
C -0.390 1.181 0.028 0.156
C 0.081 2.423 0.052 -0.859
H 2.146 0.637 -0.748 0.280
H 2.306 -0.820 0.070 0.292
H -0.576 -0.564 -2.003 0.274
H 0.199 -1.963 -1.139 0.324
H -2.213 -1.826 0.046 0.419
H -0.493 -0.533 2.078 0.273
H 0.212 -2.003 1.231 0.305
H -0.570 3.280 0.041 0.296
H 1.158 2.592 0.132 0.294
N 1.839 0.091 0.087 -0.708
S -2.087 0.655 0.010 -0.202
```

SMILES: C=C1S[C@H]2C[C@]1(N)C2
Kohn-Sham gap: 9.047 eV
HOMO energy: -8.2 eV
net charge: 0
spin multiplicity: 1

Run b
The following is a quantum chemistry calculation of an isolated molecule of C6H9NS, from the OMol25 dataset.

```
17
Properties=species:S:1:pos:R:3:mulliken_charge:R:1
C 1.174 1.516 -0.129 -0.208
C 1.850 -0.705 -0.050 -0.518
C 0.811 -1.645 -0.462 -0.146
C -0.446 -1.704 -0.248 -0.465
C -1.473 1.250 -0.165 -0.442
C -0.296 1.888 -0.328 -0.173
H 1.696 1.487 -1.211 0.230
H 1.633 2.346 0.528 0.292
H 2.339 0.449 1.301 0.282
H 2.571 -1.201 0.696 0.323
H 2.571 -0.363 -0.838 0.379
H 1.259 -2.683 -0.730 0.187
H -0.990 -2.613 -0.538 0.307
H -2.465 1.751 -0.403 0.293
H -0.481 2.876 -0.864 0.219
N 1.520 0.349 0.732 -0.352
S -1.781 -0.505 0.326 -0.208
```

SMILES: C1=C\S/C=C\CNC/1
Kohn-Sham gap: 8.916 eV
HOMO energy: -8.1 eV
net charge: 0
spin multiplicity: 1

Most stable structure, least stable structure: run a, run b.

Run a
The following is a quantum chemistry calculation of a cluster of 11 separate species, H22O11 in total, from the OMol25 dataset.

```
33
Properties=species:S:1:pos:R:3:mulliken_spin:R:1
O -1.336 -0.416 3.277 0.247
H -1.941 0.264 3.573 -0.006
H -0.474 0.000 3.308 -0.007
O -2.596 0.503 -0.017 0.018
H -3.223 0.326 0.685 -0.001
H -1.781 0.102 0.285 0.000
O 1.882 -1.250 2.072 0.103
H 2.258 -1.370 1.200 -0.002
H 2.027 -0.326 2.272 -0.007
O 0.579 1.558 -3.535 0.024
H -0.244 1.166 -3.244 -0.001
H 0.354 2.012 -4.347 -0.001
O -2.067 3.242 -0.215 0.325
H -3.015 3.329 -0.116 -0.008
H -1.903 2.302 -0.137 -0.013
O -1.793 0.599 -2.559 0.030
H -2.523 0.260 -3.076 -0.002
H -2.149 0.695 -1.675 0.002
O 1.408 -1.285 -2.348 0.000
H 2.015 -1.757 -2.918 0.000
H 0.845 -0.796 -2.950 0.000
O -0.048 0.176 0.181 0.003
H 0.254 0.034 -0.716 -0.001
H 0.183 -0.630 0.643 0.000
O 3.231 -1.125 -0.291 0.000
H 2.704 -1.300 -1.072 0.000
H 3.950 -0.578 -0.605 0.000
O 0.240 -3.613 1.436 0.305
H 1.066 -4.082 1.555 -0.008
H 0.333 -2.824 1.970 -0.012
O 0.351 1.573 2.764 0.015
H 1.272 1.831 2.754 0.000
H 0.146 1.381 1.849 0.000
```

⟨S²⟩: 0.7554
Kohn-Sham gap (spin up / spin down): 11.224 / 2.328 eV
HOMO energy (spin up / spin down): -14.1 / -13.6 eV
net charge: +1
spin multiplicity: 2

Run b
The following is a quantum chemistry calculation of a cluster of 11 separate species, H22O11 in total, from the OMol25 dataset.

```
33
Properties=species:S:1:pos:R:3:mulliken_spin:R:1
O -0.412 0.330 0.780 0.214
H -0.378 0.430 -0.172 -0.007
H 0.276 -0.305 0.979 -0.006
O 2.546 1.407 0.946 0.113
H 3.113 1.450 0.176 -0.004
H 2.252 2.308 1.078 -0.004
O -2.242 0.599 2.862 0.530
H -2.667 1.273 2.331 -0.014
H -1.361 0.525 2.495 -0.014
O -0.091 -1.264 -2.183 0.001
H -0.003 -2.202 -2.349 0.000
H -1.032 -1.126 -2.078 0.000
O -1.056 3.106 -0.660 0.001
H -1.946 3.305 -0.370 0.000
H -1.088 3.198 -1.613 0.000
O 2.082 -2.573 3.140 0.004
H 2.011 -2.302 2.224 -0.001
H 1.727 -3.462 3.155 0.000
O -3.164 1.127 0.247 0.018
H -3.768 1.847 0.065 -0.001
H -2.294 1.523 0.182 0.000
O -2.671 -0.471 -2.192 0.000
H -2.816 0.395 -1.813 0.000
H -2.982 -0.394 -3.095 0.000
O 0.745 -2.177 0.661 0.007
H 0.448 -2.014 -0.234 0.000
H -0.027 -2.521 1.111 -0.001
O 3.682 -1.176 0.677 0.174
H 2.883 -0.662 0.790 -0.006
H 3.754 -1.689 1.482 -0.004
O 1.859 0.471 -2.744 0.000
H 1.137 -0.146 -2.628 0.000
H 1.481 1.189 -3.252 0.000
```

⟨S²⟩: 0.7561
Kohn-Sham gap (spin up / spin down): 10.406 / 2.740 eV
HOMO energy (spin up / spin down): -13.8 / -13.5 eV
net charge: +1
spin multiplicity: 2

Most stable structure, least stable structure: run a, run b.

Run a
The following is a quantum chemistry calculation of a structure of composition C6H12N2O3S, from the OMol25 dataset.

```
24
Properties=species:S:1:pos:R:3:mulliken_charge:R:1
C -0.843 -0.938 -1.223 0.399
C -0.591 0.140 -0.270 0.343
C -2.273 -1.285 -1.109 -0.663
C 0.954 1.390 1.127 0.549
C 1.522 2.451 0.222 0.283
C 1.749 1.042 2.368 -1.630
H -0.300 -2.845 -1.650 0.303
H -0.293 -2.482 0.150 0.271
H -0.508 -0.693 -2.332 0.230
H -2.499 -1.773 -0.159 0.260
H -2.969 -0.485 -1.066 0.415
H -2.298 -3.865 -0.779 0.154
H 1.260 -0.373 -0.015 0.261
H -0.098 1.873 1.305 0.236
H 2.123 1.771 2.949 0.505
H 1.184 0.293 2.934 0.352
H 2.736 0.569 2.189 0.339
H 1.280 3.173 -1.715 0.372
N -0.056 -2.079 -0.810 -0.728
N 0.605 0.212 0.401 -0.179
O -1.471 0.922 0.184 -0.739
O 2.204 3.429 0.631 -0.581
O 0.967 2.319 -1.155 -0.473
S -2.386 -2.765 -2.176 -0.279
```

Kohn-Sham gap: 8.762 eV
HOMO energy: -9.3 eV
net charge: 0
spin multiplicity: 1

Run b
The following is a quantum chemistry calculation of a structure of composition C6H12N2O3S, from the OMol25 dataset.

```
24
Properties=species:S:1:pos:R:3:mulliken_charge:R:1
C 2.328 -1.487 -0.115 0.426
C 0.265 -0.305 -0.710 -0.380
C -2.078 -0.903 -0.546 -1.538
C -1.482 1.606 -0.465 -1.635
C -1.002 0.170 1.369 -1.529
C -0.994 0.144 -0.076 1.339
N 0.941 -1.335 -0.124 -0.067
N 2.954 -0.397 -0.630 -0.380
O 2.814 -2.476 0.343 -0.595
O 2.154 1.136 1.386 -0.573
O 2.326 2.176 -0.845 -0.606
S 1.963 1.084 -0.046 0.984
H 0.219 -0.385 -1.740 0.662
H -3.080 -0.566 -0.350 0.448
H -1.867 -1.878 -0.046 0.326
H -1.943 -1.024 -1.658 0.378
H -2.535 1.685 -0.056 0.406
H -0.858 2.392 0.012 0.366
H -1.520 1.910 -1.506 0.373
H -1.841 0.689 1.873 0.408
H -0.113 0.843 1.767 0.271
H -1.011 -0.857 1.894 0.396
H 0.377 -1.650 0.702 0.226
H 3.982 -0.572 -0.432 0.294
```

Kohn-Sham gap: 9.383 eV
HOMO energy: -9.6 eV
net charge: 0
spin multiplicity: 1

Most stable structure, least stable structure: run b, run a.

Run a
The following is a quantum chemistry calculation of a cluster of 2 separate species, C2H10N3O in total, from the OMol25 dataset.

```
16
Properties=species:S:1:pos:R:3:mulliken_charge:R:1
N 0.426 -0.525 0.709 -0.280
C 1.027 -0.694 -0.453 0.580
N 2.188 -1.425 -0.533 -0.493
N 0.484 -0.261 -1.579 -0.288
H 0.958 -0.769 1.532 0.228
H -0.379 0.124 0.768 0.406
H 2.243 -2.056 0.264 0.265
H 2.278 -1.989 -1.363 0.276
H -0.278 0.396 -1.592 0.234
H 0.854 -0.586 -2.455 0.196
C -1.961 1.470 1.512 -0.798
O -1.669 1.213 0.106 -0.581
H -2.827 2.119 1.593 0.285
H -2.185 0.541 2.046 0.338
H -1.061 1.911 1.932 0.297
H -2.422 0.716 -0.242 0.335
```

Kohn-Sham gap: 11.958 eV
HOMO energy: -15.1 eV
net charge: +1
spin multiplicity: 1

Run b
The following is a quantum chemistry calculation of a cluster of 2 separate species, C2H10N3O in total, from the OMol25 dataset.

```
16
Properties=species:S:1:pos:R:3:mulliken_charge:R:1
C -1.164 -0.672 1.359 -0.865
N -0.093 -0.222 0.460 -0.107
C -0.349 0.533 -0.593 0.673
N 0.751 1.370 -0.970 -0.458
N -1.406 0.412 -1.380 -0.373
H -1.434 -1.714 1.536 0.314
H -2.063 -0.216 0.909 0.256
H -1.070 -0.218 2.352 0.295
H 0.863 -0.209 0.849 0.335
H 1.415 1.572 -0.237 0.242
H 0.370 2.153 -1.501 0.259
H -1.502 1.052 -2.174 0.221
H -2.212 -0.146 -1.176 0.222
H 3.269 -0.847 0.457 0.320
H 2.248 -1.899 0.011 0.309
O 2.378 -0.949 0.100 -0.643
```

Kohn-Sham gap: 11.500 eV
HOMO energy: -14.5 eV
net charge: +1
spin multiplicity: 1

Most stable structure, least stable structure: run a, run b.

Run a
The following is a quantum chemistry calculation of a cluster of 2 separate species, C11H15N in total, from the OMol25 dataset.

```
27
Properties=species:S:1:pos:R:3:mulliken_spin:R:1
C 3.327 -0.782 -2.280 0.002
C 3.600 -2.153 -2.947 0.000
H 3.014 -0.871 -1.239 0.003
H 4.227 -0.093 -2.309 0.000
H 2.605 -0.184 -2.739 0.000
H 4.475 -2.574 -2.507 0.000
H 3.748 -1.934 -3.983 0.000
H 2.632 -2.702 -2.925 0.000
C 1.609 -1.118 1.340 -0.001
C -0.557 0.140 0.424 -0.029
C 0.354 -0.258 1.541 0.209
C -1.625 0.984 1.048 -0.004
C -0.109 0.355 2.679 0.244
C -0.676 -0.185 -0.915 0.156
C -1.838 0.214 -1.515 -0.038
C -2.760 1.069 -0.981 0.150
C -2.647 1.534 0.412 0.079
N -1.168 1.262 2.372 0.163
H 0.056 -0.736 -1.309 0.023
H -2.189 0.068 -2.573 0.001
H -3.578 1.403 -1.399 0.013
H 2.098 -0.911 0.482 0.000
H 1.307 -2.243 1.469 0.026
H 0.492 0.404 3.634 0.004
H -1.839 1.525 3.109 -0.004
H -3.405 2.213 0.845 0.000
H 2.464 -1.002 2.004 0.003
```

⟨S²⟩: 0.7748
Kohn-Sham gap (spin up / spin down): 9.395 / 6.102 eV
HOMO energy (spin up / spin down): -13.4 / -13.4 eV
net charge: +1
spin multiplicity: 2

Run b
The following is a quantum chemistry calculation of a cluster of 2 separate species, C11H15N in total, from the OMol25 dataset.

```
27
Properties=species:S:1:pos:R:3:mulliken_spin:R:1
C 1.474 0.366 -2.106 0.031
C 1.056 0.472 0.536 -0.004
C 0.740 0.694 -0.838 0.260
C 0.064 1.062 1.338 0.025
C -0.397 1.557 -0.763 0.216
C 2.013 -0.388 1.060 0.185
C 2.122 -0.540 2.438 -0.054
C 1.088 -0.076 3.258 0.144
C 0.136 0.796 2.704 0.027
N -0.820 1.747 0.484 0.128
H 2.597 -1.046 0.446 0.007
H 2.892 -1.192 2.840 -0.001
H 0.870 -0.352 4.272 0.008
H 0.879 -0.324 -2.704 0.015
H 2.447 -0.072 -1.912 0.000
H -0.992 1.908 -1.596 -0.002
H -1.513 2.398 0.810 -0.005
H -0.724 1.157 3.249 -0.001
H 1.545 1.336 -2.608 0.015
C -2.082 -1.258 -0.617 -0.001
C -1.858 -1.042 -2.144 0.010
H -3.022 -1.801 -0.447 0.000
H -1.299 -1.916 -0.250 0.000
H -2.128 -0.359 -0.007 0.003
H -2.430 -1.758 -2.733 0.002
H -0.818 -1.370 -2.271 -0.004
H -1.840 0.002 -2.437 -0.002
```

⟨S²⟩: 0.7727
Kohn-Sham gap (spin up / spin down): 9.290 / 6.601 eV
HOMO energy (spin up / spin down): -12.9 / -13.5 eV
net charge: +1
spin multiplicity: 2

Most stable structure, least stable structure: run b, run a.